1.
{"formula": "C3HF3", "method": "ωB97M-V/def2-TZVPD", "symbols": ["C", "C", "C", "H", "F", "F", "F"], "coordinates": [[0.66302, -0.59879, -0.26269], [-0.32675, 0.41370, 0.21839], [-1.26168, 1.14634, 0.48294], [-2.06294, 1.82293, 0.76021], [1.81588, -0.00507, -0.54191], [0.98471, -1.52657, 0.63751], [0.18775, -1.25253, -1.29443]], "atomic_forces_ev_per_a": [[-0.19, 0.72, 1.35], [-1.57, 0.57, 0.25], [1.34, -0.86, -0.19], [0.57, -0.47, -0.21], [0.43, 0.48, -0.84], [-0.39, -0.30, 0.87], [-0.21, -0.16, -1.23]], "multiplicity": 1, "homo_lumo_gap_ev": 12.4708, "lumo_energy_ev": 0.97, "de_lowest_kcal_mol": 0.0, "homo_ev": -11.4963}

***

2.
{"formula": "C3H4Cl2N2", "method": "ωB97M-V/def2-TZVPD", "symbols": ["C", "C", "C", "N", "N", "Cl", "Cl", "H", "H", "H", "H"], "coordinates": [[-0.29786, -0.18113, 0.39653], [0.29214, -0.98187, 1.20021], [0.38327, 0.48882, -0.76682], [2.20294, -0.81276, -0.34023], [1.85548, 0.30585, -0.71431], [3.79189, -1.21797, 0.03503], [2.58867, 1.82788, 0.47338], [-1.45785, 0.03324, 0.43740], [0.25615, -1.45820, 2.13543], [0.12809, 0.13362, -1.68023], [0.40448, 1.58682, -0.94789]], "atomic_forces_ev_per_a": [[-2.86, 1.10, -0.57], [0.92, 0.41, -0.35], [2.58, 2.04, 1.32], [-1.74, -1.30, 0.65], [0.98, 0.21, 0.10], [0.26, 0.58, -0.22], [0.00, 0.20, 0.06], [2.28, -0.31, 0.12], [-0.15, -0.73, 0.62], [-1.17, -1.67, -2.79], [-1.09, -0.53, 1.06]], "multiplicity": 1, "homo_lumo_gap_ev": [7.3085, 8.0699], "lumo_energy_ev": [-1.45, -0.69], "de_lowest_kcal_mol": 141.7, "homo_ev": [-8.7567, -8.7631]}